C14H25N3O | the ωB97M-V functional and the def2-TZVPD basis

```
43
Properties=species:S:1:pos:R:3
O 0.854 -2.621 3.812
N -1.355 -0.461 -1.743
N -0.619 0.781 -4.243
N -1.621 0.432 1.096
C 0.244 0.241 -3.258
C -2.313 -0.396 0.370
C 2.452 -0.297 0.941
C 0.813 1.163 1.805
C 2.991 1.577 2.594
C 1.943 -0.320 3.424
C -2.056 -1.236 -0.662
C 0.836 -1.232 3.326
C 2.237 0.425 2.023
C -0.390 0.132 1.671
C -0.224 -0.996 -2.404
C -0.313 -1.157 2.432
C -2.420 0.210 -2.570
C -1.727 1.284 -3.650
H 0.578 1.123 -2.598
H -2.940 -0.851 -3.258
H -0.657 -1.712 -2.844
H 1.488 0.454 4.329
H -3.395 0.229 0.146
H -2.419 1.573 -4.381
H 0.564 1.642 0.948
H 3.275 2.237 1.629
H -1.024 -0.143 -5.007
H -1.088 -1.944 2.259
H -2.831 -1.984 -1.053
H 2.747 2.373 3.205
H 0.352 -1.234 -1.628
H -3.252 0.620 -2.019
H 2.758 -0.931 3.673
H 3.414 -0.815 1.039
H 0.505 1.858 2.644
H 2.623 0.232 0.000
H 1.122 -0.535 -3.890
H -1.572 2.010 -3.046
H -2.752 -1.134 1.275
H -1.162 -1.772 -0.326
H 1.662 -1.223 0.641
H -1.277 1.121 0.423
H 3.953 1.280 2.875
```

As for the frontier orbital gap: 8.1 eV. The spin multiplicity is 1. The calculation puts the LUMO energy at 0.0056 Ha. The HOMO energy comes out at -7.954 eV. As for the total energy: -787.44176 Ha. Its total charge is 0.

Mulliken atomic charge list, values in e, 8 entries: -0.68, 0.48, -0.33, -0.03, -0.41, -1.15, -1.70, -1.75